Version P
The following is a DFT calculation (wB97M-V/def2-TZVPD) of a 2-piece molecular cluster, C5H11N2 overall.

Last column: Mulliken charge in e.
Cartesian coordinates (Å):
N  0.3947  -2.3578  0.7627  -0.3723
N  -1.0938  0.8656  1.8739  -0.2498
C  0.1552  -2.1696  -0.4410  -0.0990
C  1.2413  1.0711  -1.0790  -1.3788
C  -0.9752  0.1244  -0.9827  -1.1099
C  -0.0355  0.8708  -0.3654  0.8683
C  -0.1373  1.1617  1.0084  0.0380
H  1.1869  0.7261  -2.0552  0.4019
H  -1.8276  -0.2496  -0.3298  0.2023
H  1.4971  2.1627  -1.1773  0.3790
H  0.1449  -1.9577  1.5844  0.2460
H  0.6140  -2.9296  -1.1699  0.3046
H  2.1831  0.5792  -0.5612  0.3253
H  -0.1873  -1.1810  -0.9172  0.1680
H  -1.9801  0.6418  1.4989  0.1859
H  -0.9757  1.1703  2.7347  0.2165
H  0.8204  1.4919  1.5896  0.3475
H  -1.0252  -0.0203  -1.9738  0.5267

Results
Charge   +1
Gap between HOMO and LUMO (spin up / spin down)   7.29 / 7.29 eV
LUMO energy (spin up / spin down)   -5.672 / -5.671 eV
E_HOMO (spin up / spin down)   -12.965 / -12.966 eV

Version Q
The following is a DFT calculation (wB97M-V/def2-TZVPD) of an isolated ion of composition C5H11N2 and charge +1.

Last column: Mulliken charge in e.
Cartesian coordinates (Å):
N  -0.6560  0.7205  0.3437  -0.0042
N  1.3619  -0.7346  0.9047  -0.5287
C  -2.5592  -0.7549  -0.1195  -1.1889
C  1.7032  0.5216  0.3859  0.2550
C  -1.5690  0.2904  -0.4721  0.2722
C  1.9278  -0.7253  -0.4267  -0.5220
C  0.5520  1.3862  -0.0713  -0.9734
H  1.8493  -1.1564  1.6610  0.2137
H  -2.3189  -1.8033  -0.3925  0.3124
H  0.5505  1.2869  -1.2615  0.3150
H  -2.8308  -0.7772  0.9602  0.3388
H  0.5317  2.4013  0.3765  0.3801
H  2.8897  -1.1775  -0.4623  0.3458
H  1.2914  -0.8203  -1.3392  0.1789
H  -1.4653  0.5946  -1.4910  0.3974
H  2.5268  1.0447  0.8283  0.4255
H  -0.3538  0.1903  1.1786  0.3830
H  -3.4312  -0.4871  -0.6027  0.3994

Results
Charge   +1
SMILES string   C/C=[NH+]/C[C@@H]1CN1
Gap between HOMO and LUMO   9.25 eV
LUMO energy   -4.641 eV
E_HOMO   -13.887 eV

Version R
The following is a DFT calculation (wB97M-V/def2-TZVPD) of an isolated ion of composition C5H11N2 and charge +1.

Last column: Mulliken charge in e.
Cartesian coordinates (Å):
N  0.5214  -1.5790  0.5216  -0.5175
N  -0.7110  0.3112  -0.0385  0.0617
C  -0.9895  1.6829  0.4825  -0.9988
C  0.7647  -0.2196  0.3873  0.1688
C  -1.7010  -0.8408  0.1200  0.0576
C  1.8109  0.1635  -0.7225  -1.1343
C  -1.4480  -0.3611  -1.0854  -0.3504
H  2.4488  -0.6969  -0.6409  0.3921
H  0.6417  -2.1289  -0.2585  0.2121
H  -1.2375  -0.4393  -2.1131  0.3522
H  -0.2743  2.3647  0.0573  0.2949
H  -0.8112  1.5073  1.4633  0.4091
H  -2.2967  -1.1982  1.0211  0.3587
H  1.0600  0.2279  1.4147  0.3920
H  0.5113  -2.1283  1.3577  0.1981
H  1.3706  0.2641  -1.6732  0.3188
H  -1.9462  1.9101  0.1692  0.4508
H  2.2861  1.1606  -0.4624  0.3342

Results
Charge   +1
SMILES string   C[C@H](N)[N+]1(C)C=C1
Gap between HOMO and LUMO   10.79 eV
LUMO energy   -3.534 eV
E_HOMO   -14.321 eV

Which one is the least stable? From the structures above, version P.